Record 1
Molecular formula: C4H12S
Method: DFT, ωB97M-V with the def2-TZVPD basis set

Atoms and positions in Å:
C: -1.4787 0.9592 -0.8094
C: -0.9105 2.1260 1.8026
S: -1.8075 0.8190 0.9261
H: -2.3311 1.0544 -1.4943
H: -0.8271 1.8242 -1.0070
H: -0.9973 -0.0456 -1.0685
H: 0.2006 1.9375 1.8284
H: -1.0950 2.2008 2.8758
H: -1.2649 3.0621 1.5558
C: 2.0228 -1.3887 -0.2885
C: 0.7685 -2.0923 -0.7980
H: 2.5254 -2.1258 0.3443
H: 2.4916 -1.0598 -1.2263
H: 1.7933 -0.5636 0.3676
H: -0.0536 -2.3344 -0.0533
H: 0.7584 -2.8835 -1.4907
H: 0.2049 -1.4896 -1.4646

Atomic forces in eV per Å
C 1.3 -0.1 -0.5
C 1.5 -1.9 1.2
S -0.2 0.2 0.7
H -0.4 -0.1 0.7
H 0.0 -0.5 0.1
H -0.3 1.2 0.3
H -1.0 0.4 -0.9
H -0.7 -1.2 0.2
H -0.2 2.2 -1.7
C -0.9 -1.5 -0.7
C -2.6 0.8 1.6
H 0.8 0.4 -0.5
H 0.8 0.0 0.9
H -0.2 0.5 0.0
H 1.3 0.0 -0.3
H 1.3 -1.8 -0.3
H -0.5 1.7 -0.7

## Properties
Spin multiplicity ... 2
Net charge ... +1
Gap between HOMO and LUMO (spin up / spin down) ... 11.400 / 6.309 eV
Highest occupied orbital energy (spin up / spin down) ... -14.798 / -14.806 eV
M ... 92.21 g/mol
Max |F| ... 3.17 eV/Å
Energy above the lowest of the compared OMol25 structures with the same formula, charge and spin ... 27.12 kcal per mole

Atomic partial charges in e from the Mulliken method, atoms 1 to 8: -0.340, -0.839, 0.391, 0.400, 0.318, -0.110, 0.327, 0.376

Record 2
Molecular formula: C5H8NO3
Method: DFT, ωB97M-V with the def2-TZVPD basis set

Atoms and positions in Å:
C: 1.6623 -1.2608 0.2078
N: 0.6400 -0.3551 0.0141
C: -0.8099 -0.8183 -0.1383
O: -1.0822 -2.0532 -0.2634
C: -1.9691 0.1751 -0.0258
O: -3.0460 -0.3240 0.2445
O: -1.6268 1.4445 -0.0799
C: -0.3161 1.8725 -0.4565
C: 0.7729 1.0463 0.2719
H: 2.4780 -0.6098 0.6417
H: 1.7310 -1.9222 -0.5694
H: 1.5758 -1.9591 1.0640
H: -2.1041 -2.2958 -0.3042
H: -0.1679 2.9620 -0.1703
H: -0.1136 1.6594 -1.4723
H: 1.6662 1.2361 -0.2356
H: 0.7095 1.2022 1.2718

Atomic forces in eV per Å
C 2.1 0.3 4.2
N -10.3 -2.1 -1.1
C 5.4 1.5 0.6
O -1.3 -0.7 -0.1
C -0.3 -0.7 0.7
O 1.7 1.2 -0.8
O -1.3 0.2 0.1
C 1.7 -0.1 1.7
C -1.8 0.1 -2.6
H 0.1 -1.1 -1.6
H 1.3 -1.1 -2.5
H -0.9 0.4 0.0
H 2.3 1.2 0.2
H -0.6 -1.5 -0.6
H -0.4 0.4 -1.4
H 1.8 1.2 0.0
H 0.5 0.8 3.2

## Properties
Spin multiplicity ... 1
Net charge ... +1
Gap between HOMO and LUMO ... 9.216 eV
Highest occupied orbital energy ... -15.069 eV
SMILES ... C[N+]1=C(O)C(=O)OCC1
M ... 130.12 g/mol
Max |F| ... 10.53 eV/Å
Energy above the lowest of the compared OMol25 structures with the same formula, charge and spin ... 24.49 kcal per mole

Atomic partial charges in e from the Mulliken method, atoms 1 to 8: -0.946, 0.078, 0.397, -0.432, 0.630, -0.507, -0.297, -0.597

Record 3
Molecular formula: C25H16Br3Cl3N3O5V
Method: DFT, ωB97M-V with the def2-TZVPD basis set

Atoms and positions in Å:
V: -20.3938 -5.9213 -9.3045
Br: -17.0273 0.9788 -8.3347
C: -16.5229 -0.6843 -9.3417
Br: -15.0455 -1.5626 -8.5682
H: -16.2442 -0.2609 -10.2924
H: -17.4303 -1.2774 -9.3782
Br: -16.9580 0.4736 1.5408
C: -18.1617 -0.0937 0.1832
C: -19.5793 -0.0734 0.1944
C: -20.3242 -0.5901 -0.8698
C: -19.6061 -1.0974 -1.9834
C: -18.2286 -0.9447 -2.0977
C: -17.5378 -0.6281 -0.9786
N: -20.2306 -1.7987 -3.0322
N: -19.4988 -2.3952 -3.9237
C: -20.1033 -3.2548 -4.7779
C: -21.5236 -3.4840 -4.7755
C: -22.1298 -4.2596 -5.7483
C: -21.2965 -4.8726 -6.7019
O: -21.6823 -5.3478 -7.8663
C: -19.8832 -4.6845 -6.7253
N: -19.2315 -5.2374 -7.8198
C: -17.8751 -5.2919 -7.6935
C: -17.2126 -4.6761 -6.6378
C: -17.8601 -3.9684 -5.6057
C: -19.2689 -3.9511 -5.6520
H: -20.0106 0.4783 1.0966
H: -21.4161 -0.5291 -0.8717
H: -17.7853 -1.2542 -3.0463
H: -16.4624 -0.8564 -0.8576
H: -22.1042 -3.0253 -3.9275
H: -23.1358 -4.4865 -5.7347
H: -17.3244 -5.9064 -8.4095
H: -16.1652 -4.8208 -6.5718
H: -17.3400 -3.6201 -4.7223
Cl: -20.5945 -1.5949 -12.7548
C: -19.6877 -3.0961 -12.4024
Cl: -17.9809 -2.9186 -12.9398
Cl: -20.6000 -4.3398 -13.3516
C: -19.5627 -3.5021 -10.8482
O: -18.8513 -2.8681 -10.0345
O: -20.4074 -4.4364 -10.5431
O: -21.6243 -7.1475 -10.7012
C: -20.6692 -7.9955 -10.4681
O: -19.9405 -7.7987 -9.3802
C: -20.2734 -9.0832 -11.2898
C: -21.2337 -9.6318 -12.1895
C: -20.8517 -10.7394 -12.9408
C: -19.5758 -11.2989 -12.7718
C: -18.6395 -10.8432 -11.8986
C: -19.0045 -9.6960 -11.2214
H: -22.0850 -9.0046 -12.4881
H: -21.4153 -11.1967 -13.7711
H: -19.3734 -12.0647 -13.5162
H: -17.6528 -11.2269 -11.7956
H: -18.3290 -9.2075 -10.4916

Atomic forces in eV per Å
V -1.5 1.0 1.6
Br 0.2 -0.7 -0.2
C -0.8 1.5 0.3
Br 0.2 -0.3 0.2
H 0.1 -0.3 -0.2
H 0.2 -0.3 0.0
Br -0.6 0.0 0.1
C -0.9 -1.3 -2.0
C 0.9 1.6 1.9
C 0.7 0.0 -0.5
C 0.1 0.2 -1.3
C -0.3 -0.7 0.1
C 1.7 0.7 2.1
N -1.3 -1.0 -0.9
N -0.1 1.1 2.5
C -2.2 0.5 1.1
C 0.0 0.2 0.5
C 2.5 0.1 1.1
C 0.7 0.7 -3.7
O -1.0 -0.7 0.7
C 0.3 0.4 0.9
N 1.4 0.1 2.0
C -0.8 0.3 0.1
C -0.7 0.3 0.8
C -0.1 -1.1 -1.0
C 0.9 -0.9 -2.1
H 0.1 -1.1 -1.4
H 0.4 -0.3 0.0
H 0.1 0.0 0.6
H -0.5 0.6 -0.6
H 0.7 -0.4 -1.2
H -2.0 -0.2 -0.1
H -0.2 0.4 0.0
H 0.9 0.0 0.0
H 0.1 0.3 -0.3
Cl 0.5 0.0 0.7
C 0.2 -0.4 0.0
Cl -0.6 -0.1 -0.3
Cl 0.9 0.2 0.4
C -1.1 0.7 2.4
O -1.1 -1.2 -2.6
O 1.3 1.5 -1.3
O 2.2 -2.1 0.2
C -0.8 3.5 2.5
O -0.5 -1.2 -1.5
C -0.4 -3.1 -2.5
C 1.0 0.8 -0.8
C 0.4 0.0 -0.1
C -1.2 -1.1 -1.7
C -0.6 1.4 0.2
C -0.1 1.4 2.3
H 0.0 -0.6 0.7
H -0.2 0.6 0.7
H 0.4 -0.3 0.4
H 0.5 -0.4 -0.1
H -0.3 -0.5 -0.6

## Properties
Spin multiplicity ... 4
Net charge ... -1
Gap between HOMO and LUMO (spin up / spin down) ... 5.126 / 6.306 eV
Highest occupied orbital energy (spin up / spin down) ... -3.347 / -4.662 eV
M ... 835.43 g/mol
Max |F| ... 4.34 eV/Å
Energy above the lowest of the compared OMol25 structures with the same formula, charge and spin ... 34.21 kcal per mole

Atomic partial charges in e from the Mulliken method, atoms 1 to 8: 0.574, -0.137, -0.043, -0.089, 0.302, 0.019, -0.209, -0.006

Record 4
Molecular formula: C18H40AlCaCl3F5MgN5O10PS
Method: DFT, ωB97M-V with the def2-TZVPD basis set

Atoms and positions in Å:
C: 2.9071 -3.4243 1.2552
C: 1.2910 -3.3063 0.8394
C: 0.4573 -2.2384 1.7640
C: -0.1275 -0.9238 0.9069
C: 1.2628 -0.4400 0.0773
O: 2.4235 -0.2660 0.9505
C: 3.5807 0.0200 0.0514
O: -1.0130 -1.1991 -0.1545
C: -2.4165 -1.2778 -0.0692
O: -2.9774 0.1059 0.1160
C: -3.0756 -1.9945 1.2877
N: -4.3251 -1.2336 1.7854
C: -2.9151 -1.9871 -1.4953
C: -4.5187 -2.4329 -1.2918
O: -5.5117 -1.5913 -1.0032
O: -4.9614 -3.8528 -1.5070
N: -2.2069 -3.2554 -1.8613
C: -1.8541 -4.2277 -0.8269
C: -1.0661 -3.1331 -2.8136
C: -1.1033 -4.1343 -4.1558
O: 0.0411 -2.3981 -2.7170
N: -2.8399 -1.1918 -2.7325
N: -2.5419 0.0869 -2.7816
C: -1.1574 0.5618 -2.9681
C: -0.5348 0.3960 -4.5101
S: -3.9482 -1.5619 -4.0042
O: -5.3302 -0.8002 -3.9184
O: -4.1149 -3.0701 -4.3626
F: -3.2449 -0.8857 -5.4636
P: -0.4122 0.5814 2.0499
N: -1.9424 0.5023 2.9693
O: 0.8024 0.5854 3.3523
H: 3.5718 -3.4977 0.2900
H: 3.2697 -2.5324 1.9267
H: 3.1157 -4.4160 1.8839
H: 0.8559 -4.3887 1.0975
H: 1.1302 -3.1873 -0.3216
H: -0.3718 -2.8365 2.3236
H: 1.2203 -1.8785 2.6094
H: 0.9725 0.6436 -0.3307
H: 1.4456 -1.0961 -0.8801
H: 3.1374 0.5559 -0.9089
H: 4.3232 0.7611 0.5772
H: 4.0521 -1.0068 -0.2560
H: -3.7749 0.2460 -0.4640
H: -2.3512 -1.9787 2.2133
H: -3.4127 -3.0954 1.1427
H: -5.1368 -1.8884 1.8221
H: -4.1635 -0.9272 2.7919
H: -1.3461 -3.8534 0.1569
H: -1.1038 -5.0330 -1.2905
H: -2.7949 -4.8749 -0.4779
H: -0.1136 -4.7952 -4.1834
H: -2.0470 -4.8609 -4.1293
H: -1.2201 -3.4769 -5.1192
H: -3.2476 0.7941 -2.5047
H: -1.1520 1.7431 -2.7862
H: -0.3261 0.1398 -2.2632
H: -1.1848 1.1161 -5.2012
H: 0.5735 0.7973 -4.5316
H: -0.6622 -0.6840 -4.9418
H: -1.7658 0.5192 4.0191
H: -2.4844 1.3571 2.7148
H: 0.5217 -0.1845 3.9401
C: 3.8354 4.2008 1.5453
C: 5.3305 3.9898 1.7233
C: 5.9392 5.0605 2.6146
O: 5.9666 4.0191 0.4482
H: 3.6298 5.1661 1.0692
H: 3.4131 3.4301 0.8917
H: 3.3148 4.1679 2.5075
H: 5.5135 3.0011 2.1581
H: 5.8081 6.0563 2.1764
H: 7.0176 4.9031 2.7238
H: 5.4817 5.0534 3.6089
H: 5.8094 4.8934 0.0545
Ca: -2.1117 2.6951 4.2250
F: -2.1738 6.0020 5.5095
Al: -1.5117 7.5653 6.1108
F: 0.1975 7.3336 6.6290
F: -2.4919 8.1335 7.5108
F: -1.5787 8.7918 4.7938
Mg: 4.4883 6.0506 -0.6136
Cl: 0.5883 2.4687 -5.7787
Cl: 5.6883 0.9901 -1.0573
Cl: -0.3117 -4.1664 -6.5384

Atomic forces in eV per Å
C 0.1 -0.4 0.1
C 0.3 -1.6 0.5
C 0.2 -0.5 0.4
C 3.6 -2.3 0.9
C -0.8 2.1 -0.2
O -1.7 -0.5 -1.7
C -0.5 0.2 -0.7
O -0.6 0.2 0.9
C -2.4 1.3 0.6
O 1.0 -1.1 -1.7
C -0.6 -0.7 1.3
N 0.7 -1.1 1.3
C -1.8 -2.3 1.0
C -7.2 -4.1 0.4
O 5.9 -2.1 -1.0
O 3.8 6.9 1.3
N 2.3 1.2 -0.4
C -0.1 -3.1 1.3
C 5.0 2.3 -0.7
C -0.7 -1.8 2.4
O -6.5 -3.8 0.0
N -0.5 -0.9 -1.2
N 1.6 3.6 0.3
C 1.9 1.8 -0.9
C -1.6 0.2 0.0
S -7.2 -3.1 -3.8
O 6.5 -2.3 -0.1
O 1.7 6.2 1.8
F -0.5 -1.0 3.3
P 2.2 1.8 -0.8
N -0.1 1.1 2.4
O -3.5 -1.8 -0.5
H -1.3 0.3 1.9
H -0.8 -1.6 -1.6
H -0.6 2.1 -1.4
H 0.8 2.4 -0.7
H 0.3 0.1 2.4
H 1.2 1.2 -1.1
H -1.7 -0.4 -2.0
H 0.6 -2.1 0.5
H -0.5 0.8 2.1
H 1.2 -1.1 2.0
H -1.7 -1.9 -0.8
H -0.7 2.2 0.7
H 0.8 -0.8 1.0
H -0.9 -0.1 -2.3
H 0.9 1.9 -0.2
H 0.9 0.7 -0.4
H -0.1 -0.7 -1.8
H -0.7 -0.2 -2.0
H -1.6 1.8 0.9
H 1.7 1.7 -1.0
H -2.2 1.8 0.3
H 2.0 1.8 -0.1
H 0.1 -0.2 1.1
H 0.7 -1.0 -0.3
H -0.3 -2.6 -0.3
H -2.0 0.2 -1.0
H 1.1 -1.6 1.4
H -1.8 -1.2 0.4
H 0.6 1.9 0.7
H -0.3 -1.2 -1.3
H -0.1 -1.8 -1.1
H 1.1 1.0 -0.8
C -0.3 -0.8 0.2
C 0.0 0.5 0.0
C 0.2 0.0 0.3
O 0.0 -0.5 0.1
H -0.2 -0.1 0.6
H 0.1 0.0 0.1
H 0.0 0.1 -0.1
H 0.1 0.1 -0.3
H -0.1 -0.1 0.0
H -0.2 0.0 0.0
H 0.0 0.1 -0.1
H 1.1 -0.5 0.4
Ca 0.7 1.8 0.5
F 0.6 0.4 0.2
Al 0.4 1.6 0.5
F -2.3 0.0 -0.8
F 1.2 -1.0 -1.9
F 0.0 -1.9 1.7
Mg -0.7 1.1 -1.3
Cl 0.3 0.5 -0.3
Cl 1.3 0.5 -0.9
Cl 0.3 0.0 -1.1

## Properties
Spin multiplicity ... 1
Net charge ... -1
Gap between HOMO and LUMO ... 1.551 eV
Highest occupied orbital energy ... -5.251 eV
M ... 842.30 g/mol
Max |F| ... 8.74 eV/Å

Atomic partial charges in e from the Mulliken method, atoms 1 to 8: -1.026, 0.139, -0.770, 0.294, -1.570, -0.313, -0.740, 1.053